Entry from OMol25: a structure of composition C37H25F4FeN17 at a distorted geometry (wB97M-V/def2-TZVPD).

Atoms and positions in Å:
1 Fe 0.33 0.32 -0.63
2 F -3.72 4.93 4.93
3 F -1.31 3.93 5.11
4 F -4.86 1.56 1.79
5 F -2.49 0.57 2.00
6 N 1.13 1.56 5.62
7 N -1.39 1.77 -0.67
8 N -3.14 3.02 -0.71
9 N 5.82 2.76 -0.95
10 N 3.13 1.68 -5.00
11 N 3.47 3.51 -0.75
12 N -7.09 3.52 0.97
13 N 4.32 -0.61 -1.66
14 N 1.50 2.09 -1.04
15 N 1.22 0.46 -3.33
16 N -6.87 5.60 4.72
17 N -2.21 3.65 0.02
18 N -1.35 -1.26 0.32
19 N 0.38 0.71 1.33
20 N 2.24 -0.65 -0.81
21 N 4.32 -1.04 -0.38
22 N -1.17 2.91 0.04
23 C 0.05 -1.68 -4.60
24 C -4.47 3.60 -0.90
25 C 2.46 2.73 -0.89
26 C -6.33 4.85 4.02
27 C -1.15 -3.70 -3.15
28 C -3.72 -1.52 0.53
29 C -1.23 -1.63 1.59
30 C 0.13 1.17 2.36
31 C 0.27 -0.28 -2.53
32 C -1.01 -3.85 -4.52
33 C -5.74 3.93 3.12
34 C -0.72 -2.56 -2.50
35 C -3.58 -1.90 1.86
36 C -2.58 -1.23 -0.20
37 C -4.01 2.20 2.63
38 C -2.30 -1.97 2.39
39 C -2.18 3.31 4.29
40 C -2.61 1.87 -1.13
41 C 1.78 1.94 -5.08
42 C -0.39 -2.82 -5.24
43 C -3.63 5.55 -2.26
44 C -0.13 -1.48 -3.21
45 C -0.37 1.69 3.54
46 C -3.46 3.83 4.20
47 C 4.70 3.06 -0.87
48 C 0.45 1.64 4.69
49 C -2.75 1.67 2.75
50 C -4.44 3.47 -3.43
51 C -4.44 3.34 3.33
52 C 3.04 -0.35 -1.89
53 C 2.59 0.29 -3.10
54 C -4.60 4.37 -2.21
55 C -1.75 2.21 3.55
56 C 3.47 0.91 -3.98
57 C 0.85 1.37 -4.28
58 C 3.08 -1.05 0.12
59 C -6.47 3.70 1.94
60 H -2.60 5.20 -2.24
61 H -5.09 2.59 -3.38
62 H -0.22 -1.63 1.99
63 H -2.64 -0.98 -1.25
64 H -0.20 1.57 -4.35
65 H -2.14 -2.24 3.42
66 H -4.45 -2.12 2.47
67 H -5.19 2.78 -0.84
68 H 1.47 2.65 -5.84
69 H -3.13 1.15 -1.73
70 H -0.79 -2.49 -1.43
71 H -4.65 4.24 -0.05
72 H -4.70 -1.45 0.07
73 H -1.35 -4.75 -5.03
74 H 4.53 0.77 -3.79
75 H -3.77 6.11 -3.19
76 H -1.59 -4.51 -2.56
77 H -3.78 6.22 -1.42
78 H -0.24 -2.93 -6.30
79 H -5.62 4.76 -2.20
80 H 0.54 -0.92 -5.19
81 H 5.18 -1.22 0.09
82 H 2.83 -1.33 1.13
83 H -4.69 4.01 -4.35
84 H -3.40 3.12 -3.53

## Properties
- relative energy (zero: lowest compared OMol25 entry of this formula, charge and spin) (kJ/mol) = 10.7
- frontier orbital gap (alpha / beta) (eV) = 5.6 / 5.8
- net charge = -2
- <S²> = 6.10
- spin multiplicity = 5

=====

Entry from OMol25: a structure of composition C14H30B2Br4CaClF4N2O7P at a distorted geometry (wB97M-V/def2-TZVPD).

Atoms and positions in Å:
1 Br 6.54 2.51 -6.04
2 Br 5.63 0.43 0.14
3 Br 3.02 3.27 1.25
4 Br 3.75 -2.52 1.20
5 Ca 1.69 0.63 0.25
6 Cl -0.94 0.10 -1.11
7 P -0.86 -1.61 0.16
8 F -5.35 3.09 -0.34
9 F -3.91 3.08 -2.13
10 F -4.27 1.15 -0.96
11 F -3.10 2.89 -0.01
12 O -3.83 -5.19 2.51
13 O -2.56 -4.01 1.05
14 O 2.65 -2.96 -2.25
15 O -3.34 3.86 2.35
16 O 3.20 0.64 -4.85
17 O 0.60 -1.25 1.09
18 O -2.39 -6.01 0.07
19 N 3.80 -0.04 -2.75
20 N -5.40 4.35 3.19
21 C -1.56 -4.20 -1.17
22 C 4.55 2.22 -3.67
23 C 4.69 -1.22 -3.02
24 C -4.17 4.69 2.35
25 C -1.63 -4.65 3.20
26 C -4.18 5.95 1.56
27 C -2.19 -4.83 0.01
28 C -5.14 4.54 4.65
29 C -2.79 -4.68 2.24
30 C 0.35 -2.71 -2.33
31 C 4.10 0.30 1.32
32 C 3.83 0.98 -3.90
33 C 1.58 -3.46 -2.53
34 C 4.18 -0.91 2.21
35 B -4.15 2.55 -0.87
36 B -0.34 -3.15 -0.86
37 H -0.33 -3.00 -3.12
38 H 4.03 0.41 -1.86
39 H 3.84 3.02 -3.45
40 H -1.25 -5.64 3.36
41 H 4.11 1.23 1.89
42 H -1.13 -5.00 -1.75
43 H 5.68 -0.85 -3.28
44 H 3.23 0.28 0.69
45 H -2.29 -3.70 -1.79
46 H 4.25 -1.80 -3.82
47 H -4.91 6.66 1.94
48 H -4.43 5.70 0.52
49 H -2.00 -4.22 4.11
50 H 2.84 -0.40 -2.77
51 H -6.08 4.44 5.18
52 H 5.17 2.47 -4.64
53 H -5.53 3.35 3.02
54 H 1.56 -4.47 -2.95
55 H -4.44 3.78 4.98
56 H -3.19 6.40 1.60
57 H 0.61 -1.66 -2.40
58 H 0.56 -3.67 -0.21
59 H 5.17 -1.04 2.64
60 H -6.21 4.88 2.88
61 H 3.44 -0.85 3.01
62 H 5.25 2.13 -2.84
63 H -0.86 -4.01 2.79
64 H -4.74 5.54 4.81
65 H 0.84 -2.01 1.62
66 H 4.74 -1.82 -2.11

## Properties
- frontier orbital gap (eV) = 4.9
- net charge = 0
- spin multiplicity = 1

=====

> Which value of net charge does entry 1 give?

-2